1.
Computed, not measured: C13H44AgF12N20O21S4 as an isolated structure in a non-equilibrium geometry, with the ωB97M-V functional and the def2-TZVPD basis.

Geometry as XYZ:
```
115
Properties=species:S:1:pos:R:3
Ag 2.11556 -0.77233 2.84566
C 5.76545 -0.16543 0.92845
F 7.04843 -0.24215 0.62636
F 5.36059 1.07684 0.93596
F 5.07331 -0.89022 0.05832
S 5.53501 -1.02529 2.62772
O 5.20563 -2.39376 2.34228
O 6.72868 -0.85659 3.39692
N 4.19345 -0.15771 3.25560
S 4.64397 1.21424 4.01921
O 5.89083 1.80052 3.65241
O 3.51603 2.10976 4.02868
C 4.79961 0.61810 5.80040
F 5.41896 1.55398 6.50173
F 3.59614 0.37543 6.28709
F 5.54467 -0.48557 5.85197
C 2.18282 -0.97986 -1.61134
F 2.76683 -2.11121 -1.18060
F 3.09233 -0.03345 -1.60258
F 1.66389 -1.21666 -2.78930
S 0.74397 -0.62053 -0.44026
O -0.21561 0.12248 -1.19339
O 0.41226 -1.94484 0.04129
N 1.47471 0.15579 0.92070
S 1.07224 1.68762 0.81578
O 1.77730 2.32334 1.89801
O 1.31741 2.31517 -0.46537
C -0.78974 1.75879 1.20988
F -1.27629 0.55895 1.45839
F -0.91625 2.55281 2.26577
F -1.44046 2.32023 0.20487
O 0.44690 3.30075 -3.06076
H 0.90908 3.14033 -2.22686
H 0.97322 2.85240 -3.73240
O -1.29447 0.68629 -4.45154
H -1.16630 -0.24492 -4.18273
H -0.84122 1.19999 -3.76899
O 0.03557 -1.74713 3.01016
H 0.12612 -2.63019 3.38781
H -0.58674 -1.85072 2.26127
O 2.93126 4.70193 2.96437
H 3.00496 3.78154 2.68105
H 2.39060 4.65503 3.75679
C 2.04252 -1.82487 -6.41801
O 2.34565 -2.43257 -5.39735
N 1.04974 -0.88073 -6.45086
N 2.79169 -1.91896 -7.56536
H 0.66326 -0.65339 -7.35088
H 0.41857 -0.78563 -5.67106
H 3.30738 -2.78176 -7.59294
H 2.51725 -1.41409 -8.38586
C -4.09549 -1.14743 4.98060
O -4.64814 -0.69083 5.96712
N -3.85508 -0.49298 3.82005
N -3.80046 -2.51694 4.91424
H -4.08840 0.48416 3.76041
H -3.45903 -0.98799 3.02471
H -3.07381 -2.79679 4.27664
H -3.82617 -2.94159 5.82637
C -3.45332 3.28852 -2.66238
O -4.37281 3.73710 -1.96330
N -2.14459 3.50220 -2.35006
N -3.70060 2.47609 -3.71562
H -1.42529 3.45009 -3.06488
H -2.01423 4.11414 -1.56554
H -2.99071 1.96368 -4.22217
H -4.66168 2.21384 -3.83553
C -4.52601 -0.98625 -1.03843
O -5.49741 -1.73287 -1.04193
N -4.19533 -0.19068 0.01369
N -3.67039 -0.80555 -2.09716
H -3.29393 0.24661 0.06481
H -4.69564 -0.20733 0.88684
H -2.98006 -0.08404 -1.97945
H -3.97781 -1.03678 -3.02362
C -2.83830 -3.18187 1.41766
O -2.50903 -2.05743 1.82412
N -1.94454 -4.00302 0.79657
N -4.10193 -3.63849 1.53627
H -2.29040 -4.89132 0.48843
H -0.99253 -3.70826 0.68470
H -4.44057 -4.50616 1.17038
H -4.69037 -3.08144 2.13704
C 2.71248 -4.00744 1.72737
O 2.67073 -2.84301 2.15474
N 1.78377 -4.44790 0.82824
N 3.72436 -4.82779 2.05540
H 1.95457 -5.33376 0.38663
H 1.34925 -3.68732 0.31970
H 4.48565 -4.54065 2.64350
H 3.80634 -5.67119 1.51596
C -1.07774 -2.99940 -3.16339
O -1.18617 -1.82452 -3.49162
N -2.08826 -3.60406 -2.46727
N -0.02126 -3.79733 -3.49009
H -2.78489 -2.93784 -2.15617
H -2.08692 -4.58035 -2.25977
H -0.03337 -4.79408 -3.40776
H 0.57476 -3.34006 -4.17255
C 3.47183 5.50051 -1.12357
O 3.68904 4.96567 -2.20651
N 3.69995 6.81438 -0.82479
N 3.06251 4.71864 -0.06293
H 4.33262 7.34418 -1.39064
H 3.24683 7.18178 -0.01088
H 2.68871 3.84875 -0.40421
H 2.88585 5.07163 0.86490
C -5.31101 2.59626 1.35238
O -5.19557 1.58229 2.03705
N -6.54977 3.07129 1.00618
N -4.27577 3.35347 0.90154
H -6.61774 3.95819 0.54844
H -7.31245 2.51585 1.34442
H -4.33704 4.06445 0.19571
H -3.37402 3.05721 1.22294
```

Orbital gap (spin up / spin down)   8.336 / 3.781 eV
Total energy   -166950.6021 eV
Multiplicity   2

---

2.
Computed, not measured: a 9-piece molecular cluster, C13H44O13 overall in a non-equilibrium geometry, with the ωB97M-V functional and the def2-TZVPD basis.

Geometry as XYZ:
```
70
Properties=species:S:1:pos:R:3
O 2.22013 -1.45993 2.24879
C 3.00371 -0.58813 3.04760
C 2.38305 0.81216 3.11876
O 3.28150 1.72754 3.69640
H 1.64141 -2.02676 2.75400
H 3.09505 -1.11304 4.00780
H 4.00438 -0.45397 2.61941
H 1.44081 0.76218 3.71965
H 2.09976 1.20644 2.14736
H 3.61500 1.29560 4.46609
O -1.39758 -0.81198 -2.74387
C -1.57252 -2.24814 -2.56263
C -0.78022 -2.95469 -3.60690
O 0.52130 -2.51927 -3.48518
H -0.45225 -0.62987 -2.80158
H -1.24298 -2.52504 -1.51512
H -2.66761 -2.46465 -2.63755
H -1.12417 -2.56695 -4.56107
H -0.91739 -4.04140 -3.59122
H 0.93754 -2.72764 -2.61466
O -1.19675 -3.30320 3.54786
C -0.79096 -2.85316 2.26468
C -0.03522 -4.00201 1.62820
O 0.39897 -3.82730 0.26284
H -1.97541 -2.76758 3.81467
H -1.63309 -2.54457 1.63356
H -0.24049 -1.93970 2.41112
H -0.72963 -4.89431 1.59242
H 0.83999 -4.38163 2.23258
H 1.24567 -3.36877 0.22224
O 0.79662 0.42838 -1.72296
C 0.71483 0.74475 -0.30684
C -0.41376 -0.03320 0.35796
O -1.67307 0.37934 -0.09487
H 0.78470 1.28588 -2.24238
H 1.65022 0.49921 0.24990
H 0.63654 1.85964 -0.09615
H -0.44468 0.16365 1.45146
H -0.28750 -1.10631 0.17015
H -1.75656 -0.09405 -0.93468
C 2.14773 3.61239 -3.41195
O 0.99538 2.71314 -3.43933
H 2.11943 4.23377 -2.54520
H 3.05252 3.07413 -3.52534
H 2.07544 4.29019 -4.26030
H 0.12143 3.07799 -3.19165
C 3.62316 -1.80339 -0.90696
O 3.13965 -2.83157 0.02741
H 4.70044 -1.76603 -0.79665
H 3.32986 -2.18993 -1.86545
H 3.26986 -0.78986 -0.69141
H 3.08129 -2.44319 0.90461
C -1.37880 3.84635 1.05556
O -1.98679 2.64840 1.43783
H -1.89675 4.46080 0.33931
H -1.21634 4.43178 2.01039
H -0.42570 3.73223 0.58804
H -2.09339 1.99193 0.71176
C -2.99829 3.77037 -3.79567
O -3.85691 4.76912 -3.24261
H -2.01542 3.94788 -3.33284
H -3.35491 2.74570 -3.52884
H -3.00203 3.93398 -4.82738
H -4.07851 4.52595 -2.32878
C -2.76052 0.09711 3.11164
O -2.78678 -0.99049 4.11498
H -3.42316 0.96138 3.43368
H -1.71592 0.25815 3.11794
H -3.00697 -0.25989 2.12358
H -3.63833 -0.96593 4.56576
```

Orbital gap   10.213 eV
Structure (SMILES)   OCCO.OCCO.OCCO.OCCO.CO.CO.CO.CO.CO
Total energy   -40807.3363 eV

---

3.
Computed, not measured: a 9-piece molecular cluster, C13H46N12O9 overall in a non-equilibrium geometry, with the ωB97M-V functional and the def2-TZVPD basis.

Geometry as XYZ:
```
80
Properties=species:S:1:pos:R:3
C 1.49870 1.49192 -6.24264
O 0.78269 2.61058 -6.78642
C 0.81637 3.62210 -5.81956
C -0.28429 3.44529 -4.75042
C -1.65111 3.96085 -5.27954
N 0.08513 4.17309 -3.54515
H 0.81706 0.93702 -5.60925
H 2.41080 1.79373 -5.72014
H 1.74972 0.69273 -6.95417
H 1.87404 3.66102 -5.44860
H 0.57043 4.52669 -6.42784
H -0.59979 2.37614 -4.52648
H -2.41698 3.61850 -4.58960
H -1.81823 3.48216 -6.26942
H -1.69210 5.07164 -5.36488
H 0.73855 3.64326 -3.05383
H -0.67894 4.39226 -2.82917
C 2.62051 -4.54585 6.18231
O 1.95273 -3.59187 5.50497
C 0.63706 -3.34414 5.99017
C 0.18503 -2.05672 5.34636
C 0.97067 -0.84204 5.78221
N -1.26831 -1.72505 5.68346
H 3.65494 -4.53137 5.75633
H 2.15668 -5.55423 5.93208
H 2.66691 -4.31928 7.24456
H 0.04991 -4.24076 5.66641
H 0.63990 -3.27342 7.12204
H 0.24423 -2.20259 4.27634
H 0.64290 -0.55480 6.78580
H 0.85748 0.08210 5.19012
H 2.06291 -1.07450 5.78177
H -1.78321 -2.60865 5.61717
H -1.17134 -1.41993 6.62736
N 3.02047 0.39206 1.25097
C 3.12300 1.53392 2.08232
N 2.07493 2.44174 2.17281
O 4.14826 1.70714 2.73648
H 2.16797 0.12833 0.83787
H 3.74553 -0.29345 1.33506
H 2.28652 3.00961 2.98584
H 1.12022 2.01840 2.29223
N -4.35914 0.23907 2.23294
C -3.28718 -0.42144 2.83855
N -2.62293 0.17229 3.82604
O -3.01121 -1.55464 2.58215
H -4.28692 1.19320 1.88095
H -4.79351 -0.33229 1.56956
H -2.91746 1.03479 4.28499
H -2.07887 -0.44851 4.45228
N -1.49714 -0.49586 -0.16707
C -0.76818 0.58352 -0.48591
N -1.30897 1.48935 -1.36100
O 0.28077 0.74833 0.13217
H -2.13267 -0.85686 -0.85708
H -1.19418 -1.15256 0.49879
H -0.57928 1.99368 -1.77773
H -1.93687 1.06264 -2.00697
N -4.47842 -0.36605 -4.72971
C -3.37494 -0.34657 -3.87822
N -2.15663 -0.43514 -4.40140
O -3.56756 -0.19728 -2.68677
H -5.32271 -0.67074 -4.26187
H -4.31837 -0.57397 -5.66510
H -2.08060 -0.97090 -5.27545
H -1.38592 -0.41747 -3.77729
N 2.20117 -0.00197 -2.24575
C 1.60426 -0.66372 -3.24580
N 2.39828 -0.96682 -4.27937
O 0.40276 -1.02089 -3.25754
H 1.64805 0.41444 -1.47784
H 3.19901 0.13520 -2.13793
H 2.01421 -1.13393 -5.18329
H 3.25565 -0.41695 -4.22934
O 0.37973 -7.37297 6.17271
H 0.88821 -8.10872 6.53108
H -0.38468 -7.82524 5.74781
O 2.01442 2.77408 -1.05421
H 2.03466 2.67090 -0.06732
H 2.51520 3.60634 -1.20595
```

Orbital gap   9.633 eV
Structure (SMILES)   COC[C@H](C)N.COC[C@H](C)N.NC(N)=O.NC(N)=O.NC(N)=O.NC(N)=O.NC(N)=O.O.O
Total energy   -50539.5026 eV

---

4.
Computed, not measured: a 8-piece molecular cluster, C13H46N3O7 overall in a non-equilibrium geometry, with the ωB97M-V functional and the def2-TZVPD basis.

Geometry as XYZ:
```
69
Properties=species:S:1:pos:R:3
N 0.75495 -0.26405 0.06739
H 1.48412 -0.27371 0.77480
H 0.63344 0.50260 -0.60073
H 0.03872 0.06730 0.76550
H 0.78112 -1.10909 -0.30071
C -1.43771 1.67510 2.42452
C -0.33204 2.65476 2.27402
C -0.12654 3.58543 3.57173
O -1.32225 4.34632 3.75067
C -1.14507 5.24901 4.77968
N 0.94502 1.98022 1.97689
H -1.81968 1.27457 1.43798
H -2.37242 2.20194 2.76148
H -1.10760 0.85440 2.92605
H -0.62780 3.43022 1.54695
H 0.81819 4.27484 3.36424
H -0.17656 2.76142 4.61760
H -0.09777 5.85766 4.69189
H -0.98519 4.55774 5.71754
H -1.99227 5.77575 5.01104
H 1.57987 2.59650 1.84935
H 1.25000 1.59672 2.73298
C -0.97689 -1.58357 -5.00231
C -0.98340 -0.88201 -3.55390
C -2.20884 -1.12254 -2.54751
O -3.43011 -0.63938 -3.11935
C -4.52900 -0.56058 -2.12309
N 0.24068 -1.17402 -2.88598
H -0.04218 -1.36442 -5.77283
H -1.94012 -1.56291 -5.40277
H -0.64299 -2.78140 -4.86431
H -1.07422 0.16759 -3.88003
H -2.00630 -0.72277 -1.57507
H -2.33282 -2.22930 -2.64648
H -5.51365 -0.36105 -2.49027
H -4.30595 0.09889 -1.50337
H -4.65119 -1.38727 -1.67723
H 0.26047 -2.15004 -2.72631
H 0.94491 -1.15858 -3.31618
C 3.28729 -2.32974 2.15468
O 3.58054 -2.13644 0.72116
H 2.20269 -2.00999 2.42329
H 3.81420 -1.65215 2.89803
H 3.25566 -3.33731 2.18070
H 4.40848 -2.56566 0.51426
C -1.74364 2.78804 -1.49930
O -0.52209 2.15703 -1.72072
H -1.50886 3.68186 -0.79568
H -2.44259 2.16970 -1.01253
H -1.88967 3.31342 -2.52125
H -0.06336 2.47151 -2.59146
C 3.97582 0.91182 -1.41054
O 3.10939 1.73498 -0.71738
H 3.92557 0.09332 -0.67436
H 4.93477 1.50389 -1.54142
H 3.71058 0.41534 -2.36243
H 3.65559 2.48806 -0.25250
C -0.67998 -3.21082 1.84715
O -1.14323 -2.02090 2.47217
H -0.85537 -3.04683 0.93060
H -1.34368 -3.98482 2.10426
H 0.31476 -3.32384 2.17191
H -1.22519 -1.91238 3.35482
C 1.66479 -4.41463 -1.14877
O 0.54533 -3.72687 -1.53257
H 2.67399 -3.97130 -1.58924
H 1.48538 -5.42197 -1.65225
H 1.46064 -4.52516 -0.01313
H -0.13873 -4.32044 -1.79138
```

Orbital gap   9.723 eV
Total energy   -33010.7436 eV
Net charge   +1